Below is a structure of composition C40H60Cl3CsGe2N5O2P3, with properties calculated with ωB97M-V/def2-TZVPD.

Calculated values
HOMO-LUMO gap in eV: 4.9
Energy relative to the best compared isomer or geometry (same formula, charge and spin) in kJ/mol: 598.6
Lowest unoccupied orbital energy in eV: 2.735

Structure (ORCA input):
```
! wB97M-V def2-TZVPD RIJCOSX def2/J DEFGRID3
* xyz -2 1
Cs -1.1600 3.0835 3.5523
C 2.8465 1.6981 -0.7948
C 3.4598 0.4113 -0.2689
C 4.9713 0.6748 -0.0080
P 2.6168 -0.4072 1.1705
C 3.7650 -1.9004 1.4293
N 3.1750 -3.2679 0.9517
Ge 1.0980 -3.6776 1.4051
N -0.5224 -4.2657 0.2986
C -1.8078 -3.8235 0.7006
P -2.2265 -2.3283 2.0092
C -4.0586 -1.9948 1.9938
C -4.3397 -0.5224 1.4750
C -4.8220 -3.0308 1.1804
C -1.7650 -3.1324 3.6849
C -1.7176 -1.9992 4.7483
C -2.5950 -4.3156 4.1253
C -0.4149 -5.2315 -0.6744
C -1.6150 -5.6504 -1.3956
C -1.4527 -6.1917 -2.6465
C -0.2329 -6.2389 -3.3233
C 0.8691 -5.8018 -2.6609
C 0.9200 -5.6349 -1.2024
N 2.0002 -5.5214 -0.2804
C 3.2617 -5.0631 -0.7422
C 4.0033 -5.5894 -1.8135
C 5.2963 -5.2039 -2.1697
C 5.9741 -4.2103 -1.4092
C 5.3727 -3.6978 -0.2957
C 3.9884 -4.0256 0.0795
C 1.8820 -6.2805 1.0151
C 2.2288 -7.5960 1.2736
C 1.9576 -8.1604 2.4810
C 1.1892 -7.5102 3.4461
C 0.9099 -6.0910 3.2204
C 1.3393 -5.5073 2.0367
N -3.0021 6.5605 -3.0474
C -3.8281 6.3930 -2.0844
P -2.0510 7.8830 -3.6221
C -0.9077 7.6399 -5.1278
C 0.0810 8.8698 -5.2968
C -0.1541 6.3953 -4.6894
C -3.1469 9.1333 -4.3248
C -3.8732 9.9847 -3.1176
C -4.1592 8.2733 -5.0566
C 3.1988 0.8914 2.5712
C 2.8889 0.4206 3.8386
C 2.5800 2.4123 2.3837
H 3.2044 1.8467 -1.7930
H 3.0688 2.5941 -0.2194
H 1.7349 1.5981 -0.8514
H 3.3886 -0.3301 -1.0496
H 5.3455 0.3374 0.9199
H 5.2078 1.7576 -0.1744
H 5.4860 0.2557 -0.8369
H 4.1168 -1.9996 2.4826
H 4.7380 -1.7834 0.8838
H -2.3910 -4.6826 1.1170
H -2.4282 -3.3465 -0.1335
H -4.4197 -2.0591 3.0521
H -4.5791 0.2672 2.2336
H -5.1824 -0.4422 0.7445
H -3.4365 -0.1846 0.9660
H -5.8848 -2.8558 1.1564
H -4.6565 -4.0058 1.5690
H -4.4942 -3.0119 0.1586
H -0.7387 -3.3648 3.6274
H -1.3291 -2.4749 5.6508
H -2.6505 -1.5015 5.0376
H -1.0096 -1.2411 4.4186
H -2.7185 -5.0861 3.3387
H -3.6231 -4.0744 4.4883
H -1.9998 -4.7948 4.9127
H -2.6438 -5.4248 -0.9666
H -2.3030 -6.3575 -3.2836
H -0.0878 -6.6194 -4.3443
H 1.8173 -5.5094 -3.1857
H 3.5978 -6.4830 -2.3152
H 5.7644 -5.7035 -3.0435
H 6.8764 -3.7239 -1.7072
H 5.9481 -3.0538 0.3806
H 2.6239 -8.2036 0.4996
H 2.2922 -9.1700 2.7671
H 0.8350 -8.0241 4.3139
H 0.4776 -5.5146 3.9783
H -4.4153 5.4818 -2.2274
H -3.9488 6.8178 -1.1179
H -1.4326 7.5452 -6.0780
H 1.1126 8.6259 -4.9831
H -0.3001 9.8197 -4.8373
H 0.1903 9.1239 -6.3636
H -0.8342 5.5314 -4.8355
H 0.1069 6.3795 -3.6338
H 0.8426 6.3312 -5.1335
H -2.6498 9.9066 -4.9504
H -3.2482 10.0469 -2.2265
H -4.8432 9.4950 -2.8700
H -4.0830 11.0087 -3.4705
H -4.7649 7.7067 -4.3112
H -3.6842 7.5626 -5.7686
H -4.8690 8.9839 -5.4804
H 4.2660 1.0005 2.5376
H 1.1569 0.8107 5.2316
H 3.5024 1.0658 4.5518
H 3.1136 -0.5176 4.2570
H 1.9907 2.5408 1.4879
H 3.4554 3.0403 2.1587
H 2.0543 2.7454 3.2448
O 1.4864 0.7000 4.1669
O 3.0584 5.6856 1.4199
C 2.0503 5.1705 1.7244
N 0.9292 4.7858 2.0529
Cl -7.0898 5.8885 1.8415
Ge -5.5611 4.7616 0.7011
Cl -3.6932 4.9687 2.0327
Cl -5.8672 2.5033 1.0671
*
```